Record 1
ORCA calculation (ωB97M-V/def2-TZVPD) on a 2-piece molecular cluster, C5H18N2O overall.

Calculated values
HOMO (eV): -18.403
Orbital gap (eV): 12.4966

Structure (ORCA input):
```
! RIJCOSX wB97M-V def2-TZVPD def2/J DEFGRID3
* xyz 2 1
C 1.11 -1.20 1.15
C 0.32 -0.02 0.71
C 0.56 0.23 -0.83
C -0.70 0.74 -1.57
C -0.92 2.26 -1.54
N -0.63 2.82 -2.94
N 0.95 -1.45 2.64
H 0.88 -2.17 0.67
H 2.21 -1.07 0.98
H -0.77 -0.12 0.75
H 0.58 0.86 1.34
H 1.36 0.94 -1.02
H 0.90 -0.69 -1.32
H -1.47 0.21 -0.96
H -0.97 0.40 -2.57
H -1.88 2.66 -1.26
H -0.18 2.67 -0.85
H -0.50 3.83 -2.80
H -1.41 2.60 -3.57
H 0.25 2.45 -3.30
H 1.00 -0.50 3.06
H 1.57 -2.07 3.17
H 0.03 -1.78 2.96
H -1.45 -4.05 2.58
H -0.03 -4.05 2.35
O -0.79 -3.47 2.15
*
```

Record 2
ORCA calculation (ωB97M-V/def2-TZVPD) on CH2O3S as an isolated structure.

Calculated values
HOMO (spin up / spin down) (eV): -10.173 / -9.109
Orbital gap (spin up / spin down) (eV): 9.0485 / 8.2806

Structure (ORCA input):
```
! RIJCOSX wB97M-V def2-TZVPD def2/J DEFGRID3
* xyz 0 1
C 0.14 0.05 0.44
O 0.57 1.37 0.94
O 1.75 1.71 0.52
O 2.39 -0.59 1.50
S 0.95 -0.59 1.82
H -0.93 -0.05 0.46
H 0.48 -0.26 -0.50
*
```

Record 3
ORCA calculation (ωB97M-V/def2-TZVPD) on a 14-piece molecular cluster, C14H56N28O14 overall.

Calculated values
HOMO (spin up / spin down) (eV): -0.492 / -7.120
Orbital gap (spin up / spin down) (eV): 1.7487 / 8.3706
⟨S²⟩: 0.751

Structure (ORCA input):
```
! RIJCOSX wB97M-V def2-TZVPD def2/J DEFGRID3
* xyz -1 2
C 21.19 28.06 2.50
O 21.76 29.17 2.31
N 20.59 27.69 3.55
N 20.97 27.17 1.57
H 20.31 28.41 4.20
H 19.95 26.93 3.40
H 21.39 27.14 0.65
H 20.73 26.29 2.01
C 19.56 25.89 7.27
O 18.49 25.39 7.43
N 20.67 25.37 6.75
N 19.73 27.16 7.33
H 21.47 25.97 6.56
H 20.67 24.51 6.22
H 19.04 27.83 7.65
H 20.45 27.40 6.67
C 16.26 20.31 2.71
O 17.18 20.48 2.00
N 15.86 21.15 3.62
N 15.49 19.24 2.56
H 16.32 22.04 3.79
H 15.05 20.94 4.17
H 15.77 18.59 1.85
H 14.89 18.86 3.29
C 12.19 22.92 8.01
O 11.27 23.31 8.69
N 13.40 23.36 7.82
N 12.08 21.78 7.43
H 13.98 22.96 7.10
H 13.55 24.22 8.34
H 11.43 21.16 7.88
H 12.65 21.61 6.61
C 20.17 23.81 1.26
O 20.11 24.20 2.42
N 19.19 23.35 0.60
N 21.16 23.91 0.48
H 18.32 23.35 1.12
H 19.36 22.84 -0.26
H 21.35 23.51 -0.43
H 21.89 24.40 0.97
C 12.73 26.33 5.54
O 13.77 26.04 6.07
N 12.46 26.00 4.28
N 11.82 27.02 6.18
H 11.51 26.04 3.92
H 13.10 25.51 3.68
H 11.13 27.52 5.62
H 11.94 27.33 7.13
C 23.67 24.68 3.58
O 24.00 24.03 2.65
N 24.50 25.20 4.47
N 22.45 25.10 3.84
H 24.05 25.90 5.05
H 25.44 24.82 4.46
H 21.66 24.57 3.51
H 22.37 25.88 4.48
C 17.28 24.42 10.23
O 17.16 25.45 10.82
N 16.48 24.11 9.24
N 18.12 23.48 10.57
H 15.79 24.80 9.00
H 16.43 23.17 8.87
H 18.14 22.56 10.15
H 18.96 23.93 10.90
C 16.70 28.83 2.55
O 15.79 28.41 1.87
N 17.20 30.06 2.38
N 17.25 28.15 3.47
H 18.13 30.13 2.78
H 16.95 30.65 1.60
H 18.13 28.43 3.87
H 16.83 27.24 3.62
C 16.14 25.53 0.28
O 16.49 25.76 -0.87
N 14.98 25.01 0.51
N 16.86 25.57 1.33
H 14.77 24.98 1.50
H 14.39 24.84 -0.30
H 17.82 25.75 1.10
H 16.53 24.98 2.08
C 12.52 21.96 4.12
O 13.31 21.21 4.71
N 12.95 23.15 3.66
N 11.26 21.65 3.76
H 12.49 23.72 2.96
H 13.96 23.16 3.74
H 10.79 20.88 4.21
H 10.67 22.44 3.52
C 16.84 24.37 4.44
O 16.07 24.09 3.57
N 18.15 24.46 4.58
N 16.28 24.96 5.53
H 18.81 24.28 3.83
H 18.48 24.31 5.53
H 15.31 25.21 5.65
H 16.91 25.26 6.27
C 14.76 29.84 6.81
O 15.37 30.78 7.11
N 15.28 28.70 6.46
N 13.49 29.63 6.80
H 16.27 28.78 6.64
H 14.77 27.89 6.13
H 13.06 30.26 7.46
H 13.05 29.00 6.14
C 17.87 21.17 6.96
O 16.76 21.23 7.40
N 18.41 20.11 6.44
N 18.75 22.18 6.98
H 17.81 19.40 6.05
H 19.36 20.16 6.09
H 19.73 22.12 6.75
H 18.32 23.07 7.19
*
```

Record 4
ORCA calculation (ωB97M-V/def2-TZVPD) on a 16-piece molecular cluster, C35H102O16 overall.

Calculated values
HOMO (eV): -9.530
Orbital gap (eV): 9.6464

Structure (ORCA input):
```
! RIJCOSX wB97M-V def2-TZVPD def2/J DEFGRID3
* xyz 0 1
C 2.77 -0.60 5.33
C 1.74 0.22 4.60
C 2.18 0.71 3.18
O 0.62 -0.61 4.42
H 2.35 -0.90 6.29
H 3.75 -0.12 5.32
H 3.15 -1.43 4.73
H 1.12 0.98 5.08
H 2.78 -0.09 2.75
H 2.83 1.58 3.17
H 1.36 0.90 2.49
H 0.54 -1.22 5.16
C 2.09 2.70 -3.93
C 2.86 3.98 -3.73
C 4.35 3.68 -3.33
O 2.79 4.75 -4.93
H 1.93 2.12 -3.03
H 2.51 2.04 -4.70
H 1.06 2.94 -4.18
H 2.31 4.54 -2.97
H 4.34 2.69 -2.86
H 4.72 4.30 -2.51
H 5.03 3.73 -4.18
H 1.90 5.03 -5.15
C -1.13 2.95 2.01
C -1.22 4.06 3.06
C -0.38 3.92 4.28
O -0.87 5.33 2.66
H -0.23 3.12 1.42
H -1.86 3.01 1.20
H -1.19 1.98 2.48
H -2.26 4.06 3.40
H -0.75 3.01 4.76
H -0.64 4.65 5.04
H 0.71 3.85 4.20
H -1.06 5.98 3.34
C -1.84 -6.04 -2.48
C -1.28 -6.92 -3.57
C 0.08 -7.54 -3.09
O -2.15 -7.92 -4.04
H -1.28 -5.11 -2.42
H -2.04 -6.58 -1.56
H -2.84 -5.70 -2.77
H -0.88 -6.31 -4.38
H 0.03 -8.39 -2.41
H 0.81 -6.82 -2.72
H 0.42 -8.09 -3.97
H -2.60 -8.36 -3.31
C 6.43 -1.53 -0.12
C 5.14 -1.72 0.60
C 4.02 -0.76 0.30
O 4.59 -2.98 0.38
H 7.15 -2.30 0.16
H 6.79 -0.51 0.01
H 6.36 -1.67 -1.20
H 5.32 -1.50 1.66
H 3.81 -0.69 -0.77
H 4.21 0.24 0.67
H 3.09 -1.15 0.72
H 3.89 -3.20 1.00
C -0.29 -4.46 4.26
C -0.65 -3.93 2.84
C -2.07 -3.60 2.63
O 0.09 -2.76 2.57
H -1.11 -5.07 4.64
H 0.05 -3.68 4.95
H 0.55 -5.16 4.24
H -0.30 -4.74 2.20
H -2.24 -3.12 1.66
H -2.35 -2.87 3.38
H -2.75 -4.45 2.72
H -0.20 -2.07 3.17
C -4.83 2.12 -2.53
C -3.60 1.98 -3.43
C -3.82 2.93 -4.61
O -2.41 2.41 -2.85
H -4.73 1.62 -1.56
H -5.74 1.78 -3.01
H -5.11 3.16 -2.32
H -3.43 0.96 -3.76
H -3.06 2.72 -5.37
H -3.91 4.01 -4.44
H -4.70 2.70 -5.20
H -2.49 2.03 -1.97
C 2.86 5.06 1.98
C 2.43 6.47 1.53
C 1.45 6.39 0.33
O 1.59 6.93 2.55
H 2.00 4.40 2.12
H 3.45 5.08 2.90
H 3.57 4.62 1.28
H 3.28 7.08 1.23
H 0.39 6.32 0.57
H 1.74 5.57 -0.32
H 1.54 7.35 -0.18
H 0.81 6.38 2.58
C 3.87 -5.62 1.38
C 2.53 -5.13 1.99
O 2.50 -3.70 1.88
H 4.72 -5.23 1.93
H 3.95 -5.34 0.32
H 3.98 -6.70 1.41
H 2.49 -5.59 2.98
H 1.76 -5.58 1.35
H 1.62 -3.43 2.18
C 0.46 0.80 -0.74
C -0.43 -0.25 -0.12
O -1.57 -0.01 -0.89
H 0.64 0.84 -1.82
H 1.47 0.56 -0.42
H 0.19 1.82 -0.45
H -0.54 0.19 0.87
H -0.13 -1.30 -0.18
H -1.22 -0.18 -1.77
C -1.98 6.97 -1.34
C -2.40 5.48 -1.57
O -2.42 5.28 -2.97
H -0.92 7.08 -1.59
H -2.07 7.17 -0.28
H -2.68 7.64 -1.84
H -3.39 5.24 -1.18
H -1.65 4.83 -1.12
H -2.59 4.35 -3.15
C -6.86 -1.93 1.49
O -5.94 -0.88 1.42
H -6.43 -2.83 1.94
H -7.76 -1.62 2.02
H -7.16 -2.04 0.45
H -5.47 -0.91 0.58
C -2.12 -1.91 -4.33
O -0.81 -1.44 -4.40
H -2.49 -1.78 -5.34
H -2.18 -2.94 -3.96
H -2.71 -1.26 -3.70
H -0.38 -1.87 -5.14
C -3.69 -2.43 -1.35
O -4.11 -1.11 -0.93
H -3.53 -3.06 -0.47
H -4.52 -2.92 -1.85
H -2.64 -2.36 -1.64
H -3.30 -0.59 -0.88
C 4.49 -3.34 -3.22
O 5.22 -3.85 -2.14
H 5.06 -2.48 -3.58
H 4.41 -4.00 -4.08
H 3.49 -2.93 -3.12
H 4.80 -3.51 -1.34
C -3.84 0.63 3.89
O -5.31 0.48 3.79
H -3.37 -0.21 4.41
H -3.40 0.81 2.91
H -3.56 1.51 4.47
H -5.50 0.13 2.91
*
```